Record 1
# C40H41F13N5O2SSiTi

A structure of composition C40H41F13N5O2SSiTi (the ωB97M-V functional and the def2-TZVPD basis, the OMol25 dataset).

Highest occupied orbital energy (alpha / beta) in eV: -1.549 / -1.554
M in g/mol: 978.8
Charge: -2
Spin multiplicity: 2
E_tot in eV: -130855.3172
Orbital gap (alpha / beta) in eV: 5.71 / 5.72
<S²>: 0.75
Energy above the lowest of the compared OMol25 structures with the same formula, charge and spin in eV: 0.0000

Geometry as XYZ:
```
104
C40H41F13N5O2SSiTi | the OMol25 dataset | the ωB97M-V functional and the def2-TZVPD basis
Ti 0.6778 -0.2552 0.1698
C 5.0089 -4.4288 3.9788
C 4.1920 -3.2711 3.4671
C 4.5976 -1.9539 3.6326
C 3.8734 -0.9184 3.0838
C 2.7034 -1.1189 2.3162
N 2.0458 -0.0758 1.7163
C 2.6257 1.1822 1.6036
C 3.9677 1.3623 1.2275
C 4.5191 2.6136 1.0487
C 3.7637 3.7634 1.2409
C 4.3559 5.1391 1.0841
C 2.4230 3.6010 1.5583
C 1.8311 2.3502 1.7101
C 0.3105 2.1841 1.8829
O -0.2030 1.2318 1.0380
C -0.4823 3.4856 1.5187
F -1.7985 3.2569 1.5060
F -0.2906 4.5390 2.3464
F -0.1532 3.9210 0.2862
C -0.0146 1.8704 3.3803
F 0.6285 0.8047 3.8424
F -1.3236 1.6757 3.5831
F 0.3558 2.9059 4.1761
C 2.2041 -2.4524 2.2807
C 2.9803 -3.4747 2.8226
C 0.7578 -2.7407 1.8234
O 0.3177 -2.0672 0.7274
C 0.5483 -4.2412 1.4410
F 0.6115 -5.1099 2.4879
F 1.4787 -4.6357 0.5581
F -0.6420 -4.4342 0.8739
C -0.2171 -2.4091 3.0348
F 0.4213 -2.3341 4.2209
F -0.8293 -1.2428 2.8425
F -1.1921 -3.3289 3.2026
H 5.8255 -4.6808 3.2943
H 4.3920 -5.3221 4.0931
H 5.4558 -4.2035 4.9509
H 5.4960 -1.7272 4.2013
H 4.2111 0.0938 3.2554
H 4.5601 0.4781 1.0320
H 5.5558 2.6964 0.7341
H 5.3023 5.0961 0.5417
H 4.5514 5.6067 2.0537
H 3.6825 5.7989 0.5327
H 1.8246 4.4945 1.6676
H 2.6283 -4.4933 2.7709
S 2.8485 -1.4111 -1.1802
C 2.7596 0.1660 -1.8319
C 3.6243 0.6946 -2.8118
C 3.4429 1.9824 -3.2530
C 2.3987 2.7521 -2.7357
C 1.5840 2.1790 -1.7854
N 1.7625 0.9351 -1.3330
H 4.4163 0.0658 -3.1944
H 4.1066 2.3963 -4.0050
H 2.2206 3.7659 -3.0680
H 0.7505 2.7160 -1.3576
C -4.1913 0.4379 1.1861
Si -4.2206 -1.2011 0.2472
C -5.9050 -1.2555 -0.6580
C -4.2597 -2.6116 1.5211
N -2.9019 -1.2536 -0.7907
C -2.3459 -2.3016 -1.4017
C -2.9482 -3.5627 -1.6864
C -2.2661 -4.5966 -2.3079
C -0.9432 -4.4582 -2.7135
C -0.3090 -3.2361 -2.4855
C -1.0153 -2.2346 -1.8808
F -0.3508 -1.0240 -1.6900
H -4.5480 0.3125 2.2137
H -4.8116 1.2040 0.7086
H -3.1671 0.8146 1.2383
H -6.7483 -1.3331 0.0375
H -5.9462 -2.1117 -1.3393
H -6.0462 -0.3494 -1.2566
H -5.2789 -2.9592 1.7219
H -3.8261 -2.2803 2.4678
H -3.6694 -3.4644 1.1748
H -3.9802 -3.7055 -1.3809
H -2.7813 -5.5380 -2.4743
H -0.4072 -5.2764 -3.1776
H 0.7292 -3.0587 -2.7386
C -1.3753 2.8860 -3.7547
C -2.8414 3.3167 -4.0399
N -3.7770 2.3571 -3.4525
C -3.5350 1.0381 -4.0518
C -2.0583 0.6055 -3.8336
N -1.3589 1.6172 -3.0408
C -2.0616 1.7694 -1.7595
C -3.5095 2.2634 -2.0076
H -0.8576 3.6279 -3.1385
H -0.8050 2.7727 -4.6823
H -3.0400 3.3664 -5.1154
H -3.0556 4.3032 -3.6180
H -3.7858 1.0986 -5.1159
H -4.2184 0.3260 -3.5844
H -1.5294 0.4867 -4.7844
H -2.0100 -0.3409 -3.2957
H -1.4930 2.4672 -1.1427
H -2.0840 0.7975 -1.2631
H -3.6903 3.2469 -1.5638
H -4.2292 1.5642 -1.5757
```


Record 2
# C24H47IInN4O

A structure of composition C24H47IInN4O (the ωB97M-V functional and the def2-TZVPD basis, the OMol25 dataset).

Highest occupied orbital energy in eV: -4.549
M in g/mol: 649.4
Charge: -1
E_tot in eV: -46932.6164
Orbital gap in eV: 6.60

Geometry as XYZ:
```
78
C24H47IInN4O | the OMol25 dataset | the ωB97M-V functional and the def2-TZVPD basis
C -3.6610 2.3831 1.2957
O -4.1515 3.0899 0.1658
C -3.2256 4.0129 -0.3849
C -2.0817 3.3703 -1.1869
C -2.3387 1.9510 -1.7142
C -1.0744 1.1009 -1.6776
C -0.6265 0.7653 -0.2471
C 0.8944 0.7381 -0.0151
C 1.6177 2.0224 -0.4603
In 2.3316 3.4034 1.1160
I 1.8927 2.2360 3.6519
H -4.3416 2.5406 2.1399
H -2.6605 2.7216 1.5871
H -3.5988 1.3056 1.0841
H -2.7953 4.6229 0.4218
H -3.8175 4.6834 -1.0153
H -1.1573 3.3927 -0.5959
H -1.8909 4.0231 -2.0498
H -2.6971 2.0099 -2.7509
H -3.1214 1.4616 -1.1269
H -1.2689 0.1571 -2.2118
H -0.2825 1.6136 -2.2348
H -1.0682 1.4699 0.4698
H -1.0465 -0.2212 -0.0015
H 1.0447 0.5857 1.0629
H 1.3060 -0.1601 -0.4953
H 2.5330 1.7834 -1.0148
H 0.9727 2.6277 -1.0988
H 4.0569 3.6927 0.8988
H 1.4574 4.9122 1.0979
C -1.7926 -3.8494 2.8530
C -3.2267 -3.3420 2.7906
C -3.3724 -2.1449 1.8426
C -2.5419 -1.0259 2.2774
N -1.8930 -0.1489 2.6391
H -1.1239 -3.0667 3.2169
H -1.7021 -4.7079 3.5138
H -1.4437 -4.1561 1.8648
H -3.5637 -3.0433 3.7852
H -3.8928 -4.1391 2.4547
H -4.4058 -1.7983 1.7900
H -3.0650 -2.4224 0.8315
C 1.8463 -5.1559 5.2260
C 0.7839 -5.2643 6.3110
C 0.0750 -6.6264 6.3200
C -0.6094 -6.8844 5.0575
N -1.1686 -7.0009 4.0603
H 1.4058 -5.2549 4.2332
H 2.3443 -4.1886 5.2710
H 2.6058 -5.9324 5.3393
H 0.0388 -4.4781 6.1799
H 1.2331 -5.1149 7.2940
H -0.6688 -6.6727 7.1169
H 0.7919 -7.4329 6.4889
C 0.7949 5.0691 -5.4858
C 1.8916 4.1658 -4.9358
C 1.6253 3.7164 -3.4970
C 1.5390 4.8365 -2.5665
N 1.4551 5.7089 -1.8228
H 0.7168 5.9858 -4.8997
H 0.9979 5.3470 -6.5210
H -0.1757 4.5690 -5.4564
H 2.8534 4.6804 -4.9727
H 1.9865 3.2726 -5.5569
H 2.4139 3.0533 -3.1376
H 0.6836 3.1637 -3.4361
C 3.8524 -2.5667 -3.2371
C 2.4655 -1.9873 -2.9935
C 2.1419 -0.8114 -3.9225
C 3.0714 0.3017 -3.7518
N 3.8017 1.1719 -3.5749
H 4.6253 -1.8226 -3.0409
H 4.0349 -3.4167 -2.5800
H 3.9644 -2.9087 -4.2689
H 2.3763 -1.6536 -1.9627
H 1.7045 -2.7549 -3.1482
H 1.1357 -0.4313 -3.7324
H 2.1880 -1.1327 -4.9660
```


Record 3
# C32H48AgN4Si

A structure of composition C32H48AgN4Si (the ωB97M-V functional and the def2-TZVPD basis, the OMol25 dataset).

Highest occupied orbital energy in eV: -3.795
M in g/mol: 624.7
Charge: -1
E_tot in eV: -51803.5580
Orbital gap in eV: 5.74
Energy above the lowest of the compared OMol25 structures with the same formula, charge and spin in eV: 0.1940

Geometry as XYZ:
```
86
C32H48AgN4Si | the OMol25 dataset | the ωB97M-V functional and the def2-TZVPD basis
Ag 0.2941 0.4317 0.8821
C -2.8290 -1.2234 0.7401
C -2.5010 -1.7479 2.0164
C -1.8608 -0.7132 2.7427
C -1.8298 0.4366 1.8893
C -2.4370 0.1095 0.6479
C -2.7692 1.0440 -0.5001
C -2.1316 0.5418 -1.8012
C -2.2791 2.4670 -0.2365
C -4.2934 1.0899 -0.6876
C -1.4572 -0.5601 4.2085
C -0.7902 -1.7895 4.8349
C -2.6979 -0.1927 5.0421
C -0.4513 0.5900 4.3791
C -2.8684 -3.1870 2.3986
C -1.6441 -4.1022 2.5608
C -3.7217 -3.2231 3.6743
C -3.7305 -3.8477 1.3098
H -3.3060 -1.7728 -0.0567
H -1.6964 1.4509 2.2437
H -1.0413 0.5711 -1.7264
H -2.4318 1.1602 -2.6517
H -2.4337 -0.4863 -2.0073
H -1.2047 2.5023 -0.0370
H -2.7932 2.8993 0.6237
H -2.4851 3.1001 -1.1035
H -4.6793 0.1064 -0.9570
H -4.5703 1.7984 -1.4731
H -4.7778 1.3922 0.2414
H -1.4235 -2.6722 4.8357
H -0.5319 -1.5703 5.8749
H 0.1346 -2.0369 4.3083
H -3.4456 -0.9830 5.0086
H -3.1552 0.7128 4.6433
H -2.4293 -0.0145 6.0872
H 0.4057 0.4817 3.7060
H -0.0821 0.6103 5.4080
H -0.9072 1.5574 4.1786
H -0.8754 -3.6748 3.1977
H -1.1960 -4.2943 1.5859
H -1.9422 -5.0676 2.9806
H -3.1743 -2.9112 4.5599
H -4.0930 -4.2357 3.8562
H -4.5775 -2.5555 3.5617
H -3.2024 -3.8947 0.3578
H -4.6649 -3.3079 1.1562
H -3.9708 -4.8707 1.6106
C 2.9599 -1.0851 -1.5819
C 3.1348 0.3716 -1.2535
C 4.1928 1.0852 -1.7894
C 4.3038 2.4325 -1.4376
C 3.3913 3.0064 -0.5973
C 2.3120 2.2313 -0.0679
N 2.2390 0.9090 -0.4273
N 1.3684 2.6645 0.7482
Si 1.2092 4.2553 1.3372
C 2.7846 4.9002 2.1825
C -0.1838 4.2906 2.5931
C 0.7432 5.4977 -0.0075
H 3.5597 -1.7065 -0.9133
H 3.2777 -1.2950 -2.6032
H 1.9178 -1.3720 -1.4683
H 4.8932 0.6100 -2.4624
H 5.1159 3.0309 -1.8365
H 3.4753 4.0487 -0.3268
H 3.4669 4.0774 2.3965
H 2.5504 5.3937 3.1271
H 3.3195 5.6195 1.5600
H -0.0764 3.4837 3.3155
H -1.1498 4.1715 2.1046
H -0.1936 5.2360 3.1361
H 1.5248 5.6060 -0.7602
H 0.5545 6.4828 0.4247
H -0.1649 5.1738 -0.5168
N 2.3848 -6.8329 -0.8072
C 1.9512 -5.8162 -0.4886
C 1.4110 -4.5409 -0.0938
C 0.3322 -3.9926 -0.7835
C -0.1357 -2.7535 -0.3768
N 0.3982 -2.0767 0.6369
C 1.4221 -2.6124 1.2939
C 1.9705 -3.8435 0.9710
H -0.1255 -4.5149 -1.6113
H -0.9724 -2.2778 -0.8706
H 1.8200 -2.0307 2.1162
H 2.8052 -4.2451 1.5273
```


Record 4
# C5H14N2

An isolated molecule of C5H14N2 in a non-equilibrium geometry (the ωB97M-V functional and the def2-TZVPD basis, the OMol25 dataset).

Highest occupied orbital energy in eV: -8.897
M in g/mol: 102.2
Structure (SMILES): C[C@@H](N)CN(C)C
Charge: 0
E_tot in eV: -8389.2261
Orbital gap in eV: 9.95
Energy above the lowest of the compared OMol25 structures with the same formula, charge and spin in eV: 3.3928

Geometry as XYZ:
```
21
C5H14N2 | the OMol25 dataset | the ωB97M-V functional and the def2-TZVPD basis
C -0.1904 2.1851 1.0729
C -0.6483 1.0057 -0.0420
N -1.1262 1.7317 -1.3434
C 0.4954 0.0584 -0.5204
N 0.5740 -1.0895 0.4732
C -0.7225 -1.8475 0.5274
C 1.5901 -2.0613 -0.0925
H 0.7671 2.4833 0.9624
H -0.5381 3.1598 0.9320
H -0.3625 1.7161 2.0851
H -1.5532 0.3328 0.3264
H -0.2634 2.3210 -1.6454
H -1.8481 2.4291 -1.0815
H 0.4430 -0.1909 -1.6442
H 1.4752 0.5168 -0.3402
H -0.5567 -2.8854 -0.0094
H -0.9747 -1.9054 1.6029
H -1.5981 -1.4940 -0.0123
H 2.7651 -1.9269 0.0155
H 1.3666 -2.0533 -1.1910
H 1.5980 -3.0409 0.4190
```